DFT (the ωB97M-V functional and the def2-TZVPD basis) results for a structure of composition C25H22Br2Cl5N2OSSiTl.

Structure (XYZ):
```
60
Properties=species:S:1:pos:R:3:mulliken_charge:R:1
Tl 0.05498 0.05840 0.46473 0.7092
Cl -2.86283 2.32989 -0.40025 -0.1773
C -4.15177 1.16800 -0.26512 0.5952
C -5.34594 1.62089 0.26504 -0.7925
C -6.41689 0.75251 0.40870 -0.3338
C -6.26006 -0.56756 0.01480 -0.7458
C -5.05315 -0.99433 -0.50735 0.3839
Cl -4.96119 -2.68004 -0.96614 -0.2443
C -3.92470 -0.16225 -0.68389 -0.3367
S -2.42974 -0.71782 -1.34170 -0.2528
H -5.42128 2.65616 0.56960 0.3594
H -7.35260 1.09516 0.83090 0.3253
H -7.06733 -1.28056 0.11704 0.3711
C -1.62197 -3.41509 1.12916 -1.0105
C -0.17246 -3.73192 0.91291 0.5138
C 0.26524 -5.05905 0.69918 -0.8614
C 1.59240 -5.31315 0.50928 -0.8497
C 2.52503 -4.25294 0.53810 0.9357
C 3.92603 -4.39771 0.37837 -0.0287
Br 4.69797 -6.11920 0.07103 -0.3185
C 4.74940 -3.31015 0.44534 -0.4139
C 4.22759 -2.03395 0.66783 -0.0382
Br 5.43670 -0.57150 0.75266 -0.2463
C 2.85729 -1.76601 0.83734 0.1281
O 2.37523 -0.61923 1.04568 -0.4866
C 2.00238 -2.95852 0.75683 -0.1830
N 0.68242 -2.73755 0.92473 0.3273
H -2.19470 -4.31954 1.34050 0.4166
H -2.05011 -2.91691 0.25531 0.0618
H -1.72737 -2.72665 1.96841 0.0253
H -0.45985 -5.86356 0.69190 0.4057
H 1.94504 -6.32277 0.34198 0.2969
H 5.81775 -3.42871 0.32408 0.3737
C 1.62782 3.45454 -4.10814 -0.8763
N 1.60795 2.05172 -3.76124 -0.1648
C 0.29658 1.60787 -3.31490 -0.6963
C 2.77379 2.05391 -0.65592 -1.5763
C 1.88450 2.79967 0.13777 1.4209
C 2.18216 4.15349 0.44017 -0.8059
C 1.33685 4.91883 1.21768 -0.4160
C 0.16891 4.36069 1.72436 -0.8811
C -0.13768 3.02786 1.43911 -0.2540
C 0.68066 2.24157 0.64999 0.1769
H 0.87823 3.73992 -4.86722 0.3241
H 2.61591 3.74051 -4.47438 0.3194
H 1.42526 4.04293 -3.21010 0.2319
H 1.92629 1.48111 -4.53222 0.2155
H 0.00362 2.15162 -2.41495 0.1543
H 0.32210 0.55093 -3.05147 0.2292
H -0.49128 1.75526 -4.07023 0.3603
H 3.67120 2.51232 -1.05059 0.2601
H 2.60919 1.00588 -0.84871 0.2842
H 3.10894 4.57766 0.06526 0.3061
H 1.59046 5.95010 1.43872 0.3555
H -0.50003 4.95313 2.33828 0.3654
H -1.04524 2.60928 1.86409 0.4645
Cl -2.37679 0.25209 4.21439 -0.4069
Si -0.52753 -0.24535 3.25433 0.4562
Cl 0.83171 0.98533 4.33607 -0.3865
Cl -0.14509 -2.14722 4.14286 -0.3696
```

## Properties
largest force on an atom = 0.4 eV/Å
relative energy (zero: lowest compared OMol25 entry of this formula, charge and spin) = 0.0 kJ/mol
gap between HOMO and LUMO (alpha / beta) = 0.215 / 0.175 Eh
total charge = -2
total energy = -9459.93710 Eh
HOMO level (alpha / beta) = -1.979 / -0.894 eV